No. 1
C4H9NO2 | wB97M-V/def2-TZVPD

Computed properties:
E_HOMO ... -9.239 eV
F_max ... 0.9 eV Å⁻¹
Kohn-Sham gap ... 10.08 eV
Charge ... 0
SMILES ... CN[C@H](C)C(=O)O

```
16
Properties=species:S:1:pos:R:3:lowdin_charge:R:1
C -1.59097 -0.49790 -0.57958 -0.104
N -0.19025 -0.92133 -0.78077 -0.072
C 0.76121 -0.46643 1.48264 -0.047
C 0.78366 -0.14761 -0.00239 -0.344
C 0.63753 1.32092 -0.29853 -0.512
O 0.97442 1.66298 -1.56464 0.104
O 0.29166 2.13473 0.51596 0.128
H -2.01607 -0.84592 0.36843 0.077
H -2.18846 -0.90216 -1.39128 0.076
H -1.64483 0.58631 -0.47325 0.076
H -0.14302 -1.88476 -0.46747 0.100
H 0.68071 -1.55216 1.57621 0.079
H 1.69574 -0.22317 1.99024 0.084
H -0.05722 0.01578 2.01550 0.082
H 1.76556 -0.40671 -0.41505 0.150
H 0.24032 2.12742 -1.97603 0.123
```



No. 2
C4H9NO2 | wB97M-V/def2-TZVPD

Computed properties:
E_HOMO ... -9.849 eV
F_max ... 1.0 eV Å⁻¹
Kohn-Sham gap ... 10.59 eV
Charge ... 0
SMILES ... C[C@@H](CO)NC=O

```
16
Properties=species:S:1:pos:R:3:lowdin_charge:R:1
C -0.81920 -0.08719 -1.62768 -0.057
C -0.29006 -0.54427 -0.25715 -0.339
C 1.23816 -0.50779 -0.26399 -0.260
O 1.84319 -1.09578 0.84826 -0.061
N -0.90509 0.34019 0.73339 0.064
C -0.36550 1.01845 1.77431 -0.309
O 0.78133 0.95223 2.19453 0.006
H -1.88607 0.18558 -1.63484 0.079
H -0.70105 -0.89261 -2.35268 0.082
H -0.26994 0.79828 -1.97199 0.088
H -0.61735 -1.57432 -0.05357 0.149
H 1.55490 -1.06964 -1.14902 0.126
H 1.54755 0.54165 -0.40059 0.131
H 1.72040 -0.44950 1.56939 0.052
H -1.73909 0.70940 0.30985 0.114
H -1.09216 1.67533 2.28178 0.135
```